a:
Computed, not measured: a cluster of 2 separate species, C4H12N4 in total, with wB97M-V/def2-TZVPD.

Calculated values
Spin multiplicity: 1
Net charge: 0
Kohn-Sham gap in eV: 8.545
E_LUMO in eV: 0.9
HOMO energy in eV: -7.660
SMILES string: C=C(N)N(C)N.C=N

Structure (XYZ):
```
20
C4H12N4, DFT wB97M-V/def2-TZVPD
C -1.311 1.447 0.488
C -1.104 0.161 0.151
N -1.943 -0.402 -0.790
N -0.052 -0.607 0.667
C -0.210 -2.064 0.819
N 0.926 0.027 1.474
H -0.677 1.957 1.203
H -2.125 2.025 0.068
H -1.393 -0.986 -1.417
H -2.443 0.298 -1.329
H -1.067 -2.288 1.464
H 0.680 -2.514 1.274
H -0.357 -2.546 -0.153
H 0.590 0.068 2.439
H 1.788 -0.521 1.493
C 1.883 1.529 -1.728
N 1.636 0.267 -1.816
H 1.641 2.104 -0.819
H 2.348 2.073 -2.565
H 1.192 -0.027 -0.922
```

=====

b:
Computed, not measured: a cluster of 2 separate species, C4H12N4 in total, with wB97M-V/def2-TZVPD.

Calculated values
Spin multiplicity: 1
Net charge: 0
Kohn-Sham gap in eV: 9.352
E_LUMO in eV: 0.9
HOMO energy in eV: -8.445
SMILES string: C/N=C/N.C=NNC

Structure (XYZ):
```
20
C4H12N4, DFT wB97M-V/def2-TZVPD
C 2.559 0.680 -0.522
N 1.726 -0.081 0.352
C 0.949 -1.022 -0.150
N 0.640 -2.101 0.688
H 3.595 0.606 -0.180
H 2.276 1.741 -0.456
H 2.542 0.365 -1.577
H 0.982 -1.236 -1.230
H 1.407 -2.557 1.158
H -0.109 -1.848 1.325
C -2.195 -1.248 -0.280
N -1.172 -0.505 -0.337
N -1.248 1.048 -0.575
C -1.159 1.874 0.604
H -3.189 -0.912 -0.570
H -2.076 -2.265 0.068
H -2.120 1.204 -1.081
H -1.903 1.642 1.378
H -0.195 1.701 1.079
H -1.311 2.915 0.305
```

=====

Which structure is most stable? a, by 133.3 kJ/mol over the runner-up.

=====

a:
Computed, not measured: the molecule C4H12N4, with wB97M-V/def2-TZVPD.

Calculated values
Spin multiplicity: 1
Net charge: 0
Kohn-Sham gap in eV: 9.492
E_LUMO in eV: 1.1
HOMO energy in eV: -8.414
SMILES string: CCN(N)/C(C)=N\N

Structure (XYZ):
```
20
C4H12N4, DFT wB97M-V/def2-TZVPD
C -0.844 0.635 1.878
C -0.285 -0.678 1.322
N -0.182 -0.691 -0.122
N 0.133 -1.998 -0.590
C 0.440 0.419 -0.872
C 1.962 0.281 -0.841
N -0.214 1.347 -1.442
N -1.601 1.456 -1.222
H -0.269 1.502 1.540
H -0.925 0.627 2.952
H -1.870 0.792 1.537
H -0.998 -1.468 1.533
H 0.670 -0.908 1.774
H 1.088 -2.251 -0.391
H -0.120 -2.059 -1.579
H 2.304 0.462 0.138
H 2.273 -0.728 -1.094
H 2.413 1.028 -1.493
H -1.913 0.506 -0.943
H -2.061 1.725 -2.085
```

=====

b:
Computed, not measured: the molecule C4H12N4, with wB97M-V/def2-TZVPD.

Calculated values
Spin multiplicity: 1
Net charge: 0
Kohn-Sham gap in eV: 8.930
E_LUMO in eV: 1.0
HOMO energy in eV: -7.926

Structure (XYZ):
```
20
C4H12N4, DFT wB97M-V/def2-TZVPD
C 1.321 -0.475 0.283
C 2.519 -0.440 1.201
C -2.089 0.262 0.808
C -0.915 0.276 -0.165
N 1.437 -1.281 -0.803
N -0.918 1.666 -0.978
N -1.050 -0.542 -1.348
N 0.315 0.273 0.588
H 0.566 -1.374 -1.350
H 2.162 -1.978 -0.825
H -0.033 2.165 -0.918
H -1.680 2.295 -0.740
H -1.045 0.783 -1.858
H -1.929 -1.048 -1.330
H 3.410 -0.123 0.654
H 2.716 -1.436 1.608
H 2.333 0.248 2.021
H -2.136 -0.722 1.275
H -1.952 1.008 1.590
H -3.031 0.444 0.286
```

=====

Which structure is most stable? b, by 63.5 kJ/mol over the runner-up.

=====

a:
Computed, not measured: the molecule C5H7FN2, with wB97M-V/def2-TZVPD.

Calculated values
Spin multiplicity: 1
Net charge: 0
Kohn-Sham gap in eV: 9.724
E_LUMO in eV: 0.8
HOMO energy in eV: -8.903
SMILES string: F/C=C1/CN=CNC1

Structure (XYZ):
```
15
C5H7FN2, DFT wB97M-V/def2-TZVPD
F -2.842 -0.406 -0.351
C -1.948 0.591 -0.208
C -0.708 0.301 0.109
C 0.308 1.436 0.284
N 1.566 1.013 -0.291
C 1.819 -0.233 -0.447
N 1.102 -1.332 -0.019
C -0.292 -1.136 0.381
H -2.321 1.579 -0.492
H -0.010 2.369 -0.193
H 0.457 1.675 1.326
H 2.776 -0.475 -0.914
H 1.406 -2.171 -0.473
H -0.366 -1.398 1.412
H -0.946 -1.812 -0.125
```

=====

b:
Computed, not measured: the molecule C5H7FN2, with wB97M-V/def2-TZVPD.

Calculated values
Spin multiplicity: 1
Net charge: 0
Kohn-Sham gap in eV: 9.563
E_LUMO in eV: 0.6
HOMO energy in eV: -8.997
SMILES string: [H]/N=C(\N)C(=C)C(=C)F

Structure (XYZ):
```
15
C5H7FN2, DFT wB97M-V/def2-TZVPD
H 1.526 -1.979 -2.022
N 0.951 -1.868 -1.169
C 0.675 -0.643 -0.936
N 0.984 0.460 -1.714
C -0.274 -0.398 0.226
C -0.758 -1.482 0.904
C -0.654 0.981 0.532
C -0.661 1.533 1.726
F -1.036 1.781 -0.457
H 0.741 1.454 -1.497
H 1.652 0.368 -2.492
H -0.339 -2.442 0.699
H -1.518 -1.369 1.691
H -0.300 1.050 2.611
H -0.990 2.555 1.896
```

=====

c:
Computed, not measured: the molecule C5H7FN2, with wB97M-V/def2-TZVPD.

Calculated values
Spin multiplicity: 1
Net charge: 0
Kohn-Sham gap in eV: 10.442
E_LUMO in eV: 0.7
HOMO energy in eV: -9.695
SMILES string: FC[C@@H]1N=CN2C[C@@H]12

Structure (XYZ):
```
15
C5H7FN2, DFT wB97M-V/def2-TZVPD
F -3.082 0.214 0.082
C -1.924 -0.313 -0.422
C -0.783 0.103 0.456
N -0.471 1.450 0.333
C 0.658 1.443 -0.338
N 1.356 0.249 -0.741
C 1.900 -0.452 0.393
C 0.416 -0.677 0.055
H -1.871 -1.362 -0.301
H -1.763 -0.227 -1.501
H -0.812 -0.013 1.595
H 1.377 2.397 -0.396
H 2.624 -1.410 0.052
H 2.350 0.041 1.364
H 0.023 -1.445 -0.632
```

=====

Which structure is most stable? a, by 31.1 kJ/mol over the runner-up.

=====

a:
Computed, not measured: a cluster of 2 separate species, C6H11N2S in total, with wB97M-V/def2-TZVPD.

Calculated values
Spin multiplicity: 1
Net charge: +1
Kohn-Sham gap in eV: 8.011
E_LUMO in eV: -5.5
HOMO energy in eV: -13.475

Structure (XYZ):
```
20
C6H11N2S, DFT wB97M-V/def2-TZVPD
C -1.818 0.040 1.063
C -1.984 -0.890 -0.055
C -0.605 0.273 1.547
C -0.909 -1.367 -0.750
C 0.612 -0.400 0.988
C 0.400 -1.004 -0.383
N 0.167 1.221 -1.209
N 1.684 0.578 1.046
S 1.865 -1.521 -1.203
H -2.730 0.401 1.620
H -2.943 -1.048 -0.544
H -0.260 0.976 2.287
H -1.208 -1.926 -1.630
H 0.774 -1.286 1.627
H 0.795 1.729 -0.583
H -0.697 1.274 -0.793
H 0.265 1.489 -2.193
H 2.699 0.296 1.016
H 1.643 1.118 1.921
H 1.331 -2.078 -2.433
```

=====

b:
Computed, not measured: the ion C6H11N2S with charge +1, with wB97M-V/def2-TZVPD.

Calculated values
Spin multiplicity: 1
Net charge: +1
Kohn-Sham gap (spin up / spin down) in eV: 7.195 / 7.196
E_LUMO (spin up / spin down) in eV: -4.3 / -4.3
HOMO energy (spin up / spin down) in eV: -11.478 / -11.479

Structure (XYZ):
```
20
C6H11N2S, DFT wB97M-V/def2-TZVPD
C -0.064 -0.946 1.783
C -1.397 -1.302 1.738
C 0.724 -0.402 0.686
C -0.767 1.195 0.109
C 0.288 -0.434 -0.673
C -0.128 2.315 -0.585
N -1.088 0.082 -0.641
N 0.292 -1.869 -1.366
S -2.144 -1.158 0.172
H 0.350 -0.995 2.815
H -2.147 -1.554 2.455
H 1.839 -0.049 0.938
H -1.310 1.427 1.017
H 0.996 0.121 -1.294
H 0.933 2.443 -0.088
H -0.728 3.242 -0.401
H 0.030 2.112 -1.611
H 1.163 -2.311 -1.139
H 0.189 -1.818 -2.337
H -0.399 -2.433 -0.965
```

=====

Which structure is most stable? a, by 216.1 kJ/mol over the runner-up.

=====

a:
Computed, not measured: a cluster of 4 separate species, H8O4 in total, with wB97M-V/def2-TZVPD.

Calculated values
Spin multiplicity: 1
Net charge: 0
Kohn-Sham gap in eV: 11.718
E_LUMO in eV: 0.2
HOMO energy in eV: -11.490
SMILES string: O.O.O.O

Structure (XYZ):
```
12
H8O4, DFT wB97M-V/def2-TZVPD
O -0.505 2.086 -0.576
H 0.394 2.311 -0.853
H -0.578 2.444 0.320
O 0.271 -0.683 -1.993
H -0.294 0.031 -1.695
H 0.389 -1.224 -1.215
O -0.526 -2.166 1.039
H -0.698 -1.828 0.150
H 0.418 -1.958 1.088
O 0.080 0.559 1.365
H 0.336 -0.298 1.740
H 0.712 0.726 0.630
```

=====

b:
Computed, not measured: a cluster of 4 separate species, H8O4 in total, with wB97M-V/def2-TZVPD.

Calculated values
Spin multiplicity: 1
Net charge: 0
Kohn-Sham gap in eV: 10.983
E_LUMO in eV: 0.3
HOMO energy in eV: -10.641
SMILES string: O.O.O.O

Structure (XYZ):
```
12
H8O4, DFT wB97M-V/def2-TZVPD
O -0.082 0.596 3.124
H 0.201 -0.276 3.445
H -0.901 0.368 2.643
O 1.591 -0.063 -1.052
H 2.565 -0.268 -1.172
H 1.402 0.338 -1.918
O -1.081 -0.470 -2.165
H -1.205 0.479 -2.249
H -0.550 -0.446 -1.356
O -0.608 -0.185 0.512
H 0.122 -0.239 -0.073
H -1.454 0.165 0.260
```

=====

Which structure is most stable? a, by 21.0 kJ/mol over the runner-up.